No. 1
DFT (the ωB97M-V functional and the def2-TZVPD basis) results for a molecular structure, C24H32BF4GeO3PSe4W in a non-equilibrium geometry.

Gap between HOMO and LUMO (alpha / beta)   6.30 / 6.03 eV
Calculated total energy   -372113.0535 eV
Energy relative to the best compared isomer or geometry (same formula, charge and spin)   0.0 kcal/mol
LUMO (alpha / beta)   -4.703 / -4.981 eV
2S+1   2
Charge   +1

Last column: Löwdin charge in e.
Atoms and positions in Å:
W  0.777  -0.781  0.615  0.621
Se  2.697  -1.414  1.283  0.502
Se  1.575  -5.224  2.071  0.145
Se  0.170  -3.648  2.862  0.012
Se  -0.709  -2.655  0.881  0.271
C  3.528  -4.271  -2.610  -0.048
C  3.087  -3.385  -1.476  -0.294
O  2.845  -2.008  -1.911  -0.263
P  1.373  -1.454  -1.697  0.582
O  1.341  -0.226  -2.675  -0.244
C  1.711  -0.610  -4.061  -0.219
C  1.106  0.358  -5.050  -0.052
O  0.554  -2.628  -2.371  -0.282
C  -0.838  -2.596  -2.842  -0.242
C  -1.143  -4.001  -3.290  -0.046
H  3.486  -5.298  -2.254  0.088
H  4.535  -4.026  -2.945  0.087
H  2.819  -4.209  -3.443  0.084
H  3.878  -3.330  -0.720  0.100
H  2.192  -3.779  -1.014  0.076
H  1.360  -1.617  -4.292  0.109
H  2.815  -0.604  -4.107  0.132
H  0.017  0.379  -4.925  0.081
H  1.372  0.000  -6.047  0.091
H  1.468  1.374  -4.917  0.085
H  -0.931  -1.896  -3.687  0.123
H  -1.502  -2.255  -2.052  0.081
H  -0.492  -4.265  -4.126  0.088
H  -2.172  -4.043  -3.596  0.085
H  -0.958  -4.687  -2.468  0.083
C  2.689  2.374  2.159  -0.211
Ge  0.904  2.078  1.552  0.974
C  -0.138  3.760  1.375  -0.290
C  -0.731  4.081  0.148  -0.111
C  -1.523  5.216  0.076  -0.073
C  -1.756  6.006  1.200  -0.059
C  -1.104  5.710  2.409  -0.065
C  -0.311  4.574  2.496  -0.105
C  -0.021  0.652  2.774  -0.289
C  0.672  0.080  3.834  -0.133
C  0.084  -0.830  4.754  -0.103
C  -1.245  -1.107  4.682  -0.046
C  -2.046  -0.505  3.695  -0.195
C  -3.418  -0.794  3.623  -0.020
C  -4.234  -0.186  2.700  -0.047
C  -3.693  0.823  1.893  -0.030
C  -2.327  1.040  1.889  -0.050
C  -1.459  0.383  2.759  -0.225
H  2.659  2.971  3.085  0.048
H  3.245  2.911  1.400  0.042
H  3.134  1.422  2.382  -0.013
H  -0.539  3.499  -0.762  0.098
H  -1.929  5.479  -0.909  0.118
H  -2.378  6.896  1.095  0.112
H  -1.253  6.326  3.280  0.106
H  0.147  4.249  3.426  0.104
H  1.723  0.327  4.005  0.102
H  0.701  -1.195  5.554  0.113
H  -1.726  -1.737  5.408  0.126
H  -3.803  -1.514  4.325  0.118
H  -5.295  -0.412  2.654  0.115
H  -4.352  1.372  1.213  0.123
H  -1.896  1.825  1.285  0.080
F  -1.075  -0.332  -0.570  -0.438
B  -1.898  0.829  -1.958  -0.971
F  -2.376  -0.209  -2.651  0.226
F  -2.667  1.507  -1.103  0.230
F  -0.925  1.606  -2.527  0.181
C  1.265  1.026  -0.269  -0.381
H  0.628  1.349  -1.076  -0.012
H  2.308  1.249  -0.441  0.019

Atoms 1-6, force components in eV/Å:
W -3.0 2.6 -0.7
Se 2.9 -0.9 1.1
Se -0.3 0.4 0.2
Se 0.4 -0.6 -0.5
Se -0.6 -0.7 0.1
C -0.5 0.2 -0.2



No. 2
DFT (the ωB97M-V functional and the def2-TZVPD basis) results for a molecular structure, C24H19BrF4MoOPS5Si.

Gap between HOMO and LUMO (alpha / beta)   5.94 / 5.94 eV
Calculated total energy   -181351.5207 eV
Energy relative to the best compared isomer or geometry (same formula, charge and spin)   1.2 kcal/mol
LUMO (alpha / beta)   -4.378 / -4.379 eV
Charge   +1

Last column: Löwdin charge in e.
Atoms and positions in Å:
Mo  0.445  -0.595  0.249  0.631
S  -6.213  2.219  1.199  0.623
C  -4.727  1.628  0.970  -1.487
S  -3.444  1.770  2.149  0.926
C  -2.242  0.901  1.248  -1.077
C  -2.609  0.438  0.048  -1.084
S  -1.453  -0.463  -0.915  0.570
S  -4.228  0.787  -0.476  0.924
S  -0.681  0.485  1.916  0.602
F  0.685  -7.682  -1.120  0.176
C  0.547  -6.544  -0.469  -0.121
C  0.067  -6.536  0.826  -0.122
F  -0.256  -7.672  1.417  0.168
C  -0.071  -5.334  1.494  -0.199
F  -0.532  -5.387  2.741  0.125
C  0.253  -4.118  0.907  -0.285
P  0.062  -2.551  1.829  0.983
C  -1.609  -2.613  2.502  -0.397
C  -2.632  -3.085  1.684  -0.092
C  -3.950  -3.001  2.107  -0.051
C  -4.247  -2.441  3.342  -0.049
C  -3.226  -1.967  4.156  -0.052
C  -1.906  -2.044  3.737  -0.110
C  1.295  -2.549  3.144  -0.347
C  1.126  -3.269  4.328  -0.078
C  2.123  -3.252  5.289  -0.048
C  3.288  -2.524  5.077  -0.050
C  3.459  -1.801  3.905  -0.057
C  2.462  -1.810  2.941  -0.091
C  0.731  -4.165  -0.396  -0.519
Br  1.194  -2.598  -1.366  0.930
C  0.880  -5.350  -1.082  -0.255
F  1.338  -5.376  -2.327  0.109
H  -2.410  -3.506  0.710  0.112
H  -4.744  -3.367  1.469  0.116
H  -5.275  -2.371  3.670  0.116
H  -3.458  -1.528  5.117  0.117
H  -1.118  -1.649  4.365  0.106
H  0.219  -3.830  4.502  0.106
H  1.991  -3.806  6.208  0.117
H  4.062  -2.514  5.833  0.116
H  4.362  -1.227  3.746  0.113
H  2.599  -1.231  2.034  0.075
C  3.972  2.158  0.835  -0.154
Si  3.109  1.494  -0.653  0.352
C  2.194  2.789  -1.591  -0.154
C  4.219  0.477  -1.723  -0.159
O  1.943  0.390  -0.051  -0.556
H  4.714  2.903  0.538  0.048
H  4.493  1.367  1.378  0.034
H  3.266  2.641  1.516  0.043
H  2.884  3.553  -1.958  0.047
H  1.457  3.281  -0.953  0.043
H  1.678  2.362  -2.454  0.042
H  4.977  1.107  -2.196  0.047
H  3.656  -0.012  -2.522  0.035
H  4.735  -0.287  -1.138  0.040

Atoms 1-6, force components in eV/Å:
Mo 0.7 0.0 0.5
S -0.1 0.1 0.0
C 0.1 0.0 0.0
S 0.1 0.0 0.1
C 0.1 0.1 0.2
C 0.0 -0.1 -0.2



No. 3
DFT (the ωB97M-V functional and the def2-TZVPD basis) results for a molecular structure, C30H27Cl2N4O3Ru in a non-equilibrium geometry.

Gap between HOMO and LUMO (alpha / beta)   5.67 / 5.89 eV
Calculated total energy   -71257.3938 eV
Energy relative to the best compared isomer or geometry (same formula, charge and spin)   94.0 kcal/mol
LUMO (alpha / beta)   -8.717 / -8.418 eV
2S+1   2
Charge   +2

Last column: Löwdin charge in e.
Atoms and positions in Å:
Ru  0.378  -0.157  0.870  1.067
Cl  0.348  -0.671  3.466  0.616
C  0.954  0.912  3.974  -0.893
Cl  1.738  1.639  2.562  0.579
H  1.688  0.794  4.771  0.056
H  0.119  1.542  4.284  0.056
O  6.094  -5.290  1.191  0.139
N  5.051  -5.302  0.597  -0.352
O  4.517  -6.249  0.080  0.118
C  4.372  -4.008  0.473  -0.056
C  5.164  -2.917  0.316  0.093
C  4.598  -1.629  0.140  -0.108
C  5.378  -0.488  -0.102  0.048
C  4.754  0.722  -0.287  0.003
C  3.362  0.783  -0.194  -0.142
N  2.613  -0.273  0.059  0.009
C  3.195  -1.478  0.205  -0.143
C  2.362  -2.627  0.416  -0.137
N  1.032  -2.433  0.502  0.041
C  0.241  -3.474  0.670  -0.086
C  0.722  -4.780  0.779  0.015
C  2.076  -5.008  0.707  0.059
C  2.944  -3.916  0.516  -0.041
H  6.239  -3.027  0.323  0.147
H  6.451  -0.579  -0.152  0.139
H  5.318  1.614  -0.499  0.125
H  2.837  1.721  -0.332  0.110
H  -0.820  -3.277  0.722  0.107
H  0.034  -5.597  0.918  0.128
H  2.461  -6.012  0.783  0.125
C  -3.595  -0.697  -0.926  -0.128
C  -4.175  -0.736  0.491  -0.123
C  -2.946  -0.969  1.382  -0.183
O  -1.844  -1.290  0.523  -0.302
C  -2.354  -1.568  -0.783  -0.185
H  -3.317  0.318  -1.208  0.093
H  -4.288  -1.085  -1.666  0.127
H  -4.881  -1.559  0.593  0.122
H  -4.689  0.187  0.747  0.110
H  -3.094  -1.805  2.076  0.130
H  -2.672  -0.075  1.953  0.090
H  -2.630  -2.630  -0.839  0.133
H  -1.565  -1.365  -1.513  0.120
N  -0.986  1.484  0.734  0.111
C  -1.466  2.163  -0.198  -0.289
C  -2.803  2.778  -0.161  -0.190
C  -3.435  2.943  1.076  -0.028
C  -4.639  3.613  1.149  -0.049
C  -5.232  4.115  -0.002  -0.034
C  -4.640  3.897  -1.239  -0.038
C  -3.441  3.217  -1.325  -0.035
C  -0.592  2.445  -1.376  -0.173
C  0.284  1.454  -1.820  -0.077
C  1.157  1.714  -2.859  -0.068
C  1.171  2.972  -3.448  -0.043
C  0.307  3.958  -3.004  -0.032
C  -0.569  3.708  -1.961  -0.015
H  -2.949  2.583  1.971  0.110
H  -5.108  3.757  2.109  0.116
H  -6.157  4.667  0.061  0.120
H  -5.114  4.253  -2.139  0.119
H  -3.006  3.024  -2.295  0.123
H  0.254  0.447  -1.351  0.063
H  1.819  0.938  -3.214  0.115
H  1.864  3.184  -4.247  0.119
H  0.314  4.933  -3.462  0.121
H  -1.205  4.497  -1.586  0.129

Atoms 1-6, force components in eV/Å:
Ru -1.7 -1.3 -0.1
Cl -0.3 -0.6 -0.6
C 0.3 0.7 0.0
Cl 0.3 0.7 0.6
H -0.1 -0.1 -0.2
H 0.1 -0.2 -0.1



No. 4
DFT (the ωB97M-V functional and the def2-TZVPD basis) results for a molecular structure, C24H20N4Re in a non-equilibrium geometry.

Gap between HOMO and LUMO (alpha / beta)   4.46 / 5.16 eV
Calculated total energy   -33258.7550 eV
Energy relative to the best compared isomer or geometry (same formula, charge and spin)   20.4 kcal/mol
LUMO (alpha / beta)   -16.505 / -15.788 eV
2S+1   2
Charge   +4

Last column: Löwdin charge in e.
Atoms and positions in Å:
Re  -0.189  -0.020  0.183  1.713
C  -0.257  -0.414  -2.895  0.014
C  0.451  0.856  -2.587  -0.257
C  1.021  1.661  -3.582  0.075
C  1.754  2.775  -3.217  0.080
C  1.869  3.114  -1.864  0.091
C  1.227  2.321  -0.918  -0.157
N  0.536  1.202  -1.295  -0.067
C  1.084  2.611  0.511  -0.143
C  1.616  3.688  1.218  0.087
C  1.260  3.853  2.554  0.076
C  0.286  3.036  3.124  0.083
C  -0.238  1.987  2.369  -0.145
N  0.257  1.733  1.134  -0.028
C  -1.389  1.135  2.695  -0.166
C  -2.222  1.296  3.795  0.074
C  -3.381  0.524  3.887  0.059
C  -3.672  -0.379  2.884  0.064
C  -2.795  -0.532  1.800  -0.270
C  -3.080  -1.502  0.715  0.002
N  -1.684  0.211  1.733  -0.018
H  -1.274  -0.210  -3.249  0.129
H  0.237  -0.955  -3.705  0.130
H  -0.299  -1.101  -2.024  0.055
H  0.896  1.380  -4.619  0.157
H  2.231  3.384  -3.976  0.158
H  2.427  3.993  -1.576  0.146
H  2.293  4.382  0.737  0.148
H  1.707  4.649  3.134  0.157
H  -0.053  3.213  4.134  0.145
H  -1.993  2.018  4.564  0.142
H  -4.057  0.649  4.724  0.155
H  -4.575  -0.974  2.907  0.154
H  -3.987  -1.202  0.179  0.128
H  -2.254  -1.568  -0.012  0.042
H  -3.290  -2.495  1.120  0.123
N  0.204  -1.607  1.266  0.033
C  0.597  -2.489  1.929  0.023
C  1.065  -3.418  2.832  -0.155
C  1.509  -2.926  4.097  0.038
C  2.022  -3.793  5.029  0.015
C  2.061  -5.172  4.802  0.096
C  1.654  -5.651  3.552  0.025
C  1.118  -4.817  2.598  0.054
H  1.447  -1.867  4.301  0.132
H  2.445  -3.401  5.950  0.147
H  2.444  -5.845  5.557  0.157
H  1.795  -6.708  3.329  0.152
H  0.735  -5.224  1.671  0.146

Atoms 1-6, force components in eV/Å:
Re -1.1 0.7 2.8
C -0.3 0.0 -0.4
C 0.1 0.0 -1.1
C -0.2 -0.3 0.4
C -0.2 -0.2 -0.2
C -0.5 -0.5 0.9